{"formula": "C4H10N2O2", "method": "ωB97M-V/def2-TZVPD", "symbols": ["H", "H", "C", "H", "H", "H", "C", "H", "C", "C", "H", "H", "O", "O", "N", "H", "H", "N"], "positions_angstrom": [[0.119, 0.489, 2.559], [-1.000, -1.178, -3.817], [1.180, 0.446, 1.855], [-0.844, 1.773, 3.360], [1.421, 1.502, 1.732], [1.709, -0.829, 0.181], [-0.533, 0.312, -1.414], [0.595, -1.581, -1.739], [0.841, -0.272, 0.554], [-0.266, -0.976, -1.985], [-0.026, 1.510, 0.022], [-2.030, -1.083, -2.589], [-0.963, 0.843, 3.123], [-1.558, 0.941, -1.615], [-1.147, -1.523, -2.866], [0.080, -1.015, 0.784], [2.028, -0.074, 2.302], [0.393, 0.714, -0.448]], "mulliken_charge": [0.34, 0.33, -1.19, 0.28, 0.34, 0.31, 0.57, 0.35, -0.20, -0.23, 0.29, 0.33, -0.78, -0.63, -0.55, 0.38, 0.35, -0.27], "homo_energy_ev": -6.92, "lumo_ev": -3.77, "spin_multiplicity": 1, "e_tot_ev": -11378.8445, "de_lowest_ev": 8.0583}